Record 1
C5H6S3 in the gas phase in a non-equilibrium geometry. Source: the OMol25 dataset; level of theory: ωB97M-V/def2-TZVPD.

Geometry as XYZ:
```
14
Properties=species:S:1:pos:R:3
S 1.73398 -1.90842 -1.37322
C 1.45777 -1.00660 -0.06042
C 0.17242 -0.31986 0.28968
S -0.43301 -1.01942 1.85660
C -0.91280 -0.12009 -0.80356
C -0.94524 1.34802 -0.43617
S -1.95779 2.54615 -0.77504
C 0.28589 1.24559 0.43238
H 2.25679 -0.87225 0.69253
H -0.68619 -2.22982 1.34130
H -1.81491 -0.66886 -0.67568
H -0.49929 -0.27280 -1.83420
H 0.20117 1.64317 1.41410
H 1.14120 1.63519 -0.06832
```

Summary:
HOMO-LUMO gap ... 8.21 eV
Net charge ... 0
SMILES string ... S=CC1(S)CC(=S)C1
Energy ... -1388.61323 hartree
LUMO level ... -0.6263 eV
Energy above the lowest of the compared OMol25 structures with the same formula, charge and spin ... 39.3 kcal/mol
HOMO ... -8.838 eV

Mulliken population analysis, charges in e, atoms 1 to 4: number 1, S, carries -0.21; number 2, C, carries -0.57; number 3, C, carries 0.85; number 4, S, carries -0.20

Record 2
A molecular structure, C5H7AgO5 in a non-equilibrium geometry. Source: the OMol25 dataset; level of theory: ωB97M-V/def2-TZVPD.

Geometry as XYZ:
```
18
Properties=species:S:1:pos:R:3
O 4.14470 -0.27027 -0.30615
C 3.11268 -0.82785 0.00903
O 2.81564 -1.80275 0.67008
O 1.17220 1.04984 -0.47756
C 1.60861 -0.03919 -0.79909
O 1.37693 -0.31923 -2.13375
C 1.28668 -1.63876 -2.68722
C 0.50670 -1.54629 -3.97426
O 0.95270 -0.41077 -4.69899
C 0.47964 -0.37132 -6.03688
Ag 1.45375 1.48871 -3.30631
H 0.76620 -2.28721 -1.97230
H 2.31385 -1.97424 -2.87527
H -0.57178 -1.44729 -3.76864
H 0.67766 -2.46522 -4.55779
H 0.82590 0.56868 -6.48022
H 0.89060 -1.22011 -6.60478
H -0.62021 -0.40263 -6.05557
```

Summary:
HOMO-LUMO gap (alpha / beta) ... 4.82 / 6.09 eV
Net charge ... 0
Energy ... -717.68092 hartree
LUMO level (alpha / beta) ... -0.6311 / -3.9576 eV
Energy above the lowest of the compared OMol25 structures with the same formula, charge and spin ... 2.7 kcal/mol
HOMO (alpha / beta) ... -5.451 / -10.044 eV
Multiplicity ... 3

Mulliken population analysis, charges in e, atoms 1 to 4: number 1, O, carries -0.44; number 2, C, carries 0.67; number 3, O, carries -0.43; number 4, O, carries -0.37

Record 3
A molecular structure, C5H7B2ClF5N5Na2O8S in a non-equilibrium geometry. Source: the OMol25 dataset; level of theory: ωB97M-V/def2-TZVPD.

Geometry as XYZ:
```
36
Properties=species:S:1:pos:R:3
N -0.73629 -3.19425 0.69812
B -0.16963 -4.06096 1.70562
O 0.04782 -5.33079 1.37898
C 0.15098 -3.54235 3.21506
N 0.06950 -2.16050 3.42833
C 0.38647 -2.08146 4.74477
N 0.42208 -0.87656 5.36556
N 0.64567 -3.26578 5.27608
N 0.47587 -4.18301 4.30384
H -1.54726 -3.70125 0.32337
H -1.09289 -2.31888 1.05193
H -0.76491 -5.83787 1.82078
H -0.11470 -0.65047 6.18286
H 0.96411 -0.14344 4.94120
H 0.90962 -3.46216 6.23041
H 0.57840 -5.18874 4.38882
Cl -2.51939 -6.15362 1.10884
Na -1.80310 -1.65629 2.67374
C 1.21175 1.87716 -1.22008
F 1.67027 2.15350 -2.44846
F 2.30484 1.78228 -0.42033
F 0.54926 2.97297 -0.80806
S 0.17582 0.35175 -1.18453
O 1.07816 -0.67405 -1.63895
O -0.90860 0.65267 -2.07194
O -0.20533 0.24338 0.21845
B -1.65334 4.42858 -5.34312
O -0.91644 5.32596 -6.28871
C 0.28090 5.54941 -5.80899
O 1.13650 6.22966 -6.31201
C 0.41919 4.80189 -4.48589
O 1.41790 4.81086 -3.78303
O -0.66882 4.17131 -4.22329
F -1.98997 3.24742 -5.96148
F -2.77463 5.06572 -4.84587
Na 3.11046 4.82458 -2.22807
```

Summary:
HOMO-LUMO gap ... 5.93 eV
Net charge ... 0
Energy ... -2802.73258 hartree
LUMO level ... -2.5504 eV
Energy above the lowest of the compared OMol25 structures with the same formula, charge and spin ... 14.9 kcal/mol
HOMO ... -8.485 eV

Mulliken population analysis, charges in e, atoms 1 to 4: number 1, N, carries -0.21; number 2, B, carries 0.21; number 3, O, carries -0.39; number 4, C, carries 0.27

Record 4
C5H7BBrNO2 in the gas phase in a non-equilibrium geometry. Source: the OMol25 dataset; level of theory: ωB97M-V/def2-TZVPD.

Geometry as XYZ:
```
17
Properties=species:S:1:pos:R:3
C -1.61986 0.61521 -1.98939
C -1.78076 1.56431 -1.10992
N -1.06624 1.90334 -0.00454
C -0.48664 1.14896 0.84033
C -0.79834 -0.33049 0.81291
C 0.14000 -1.25485 0.65793
Br -0.21470 -3.08324 0.32606
B 1.70686 -1.04778 0.74016
O 2.64092 -1.88481 0.35216
O 2.10560 0.13430 1.29227
H -2.19498 0.60047 -2.91393
H -0.78181 0.00935 -1.76543
H -2.59990 2.17616 -1.43556
H 0.24363 1.48020 1.68751
H -1.85134 -0.69909 0.63161
H 3.58939 -1.81006 0.52547
H 2.96820 0.47802 1.35234
```

Summary:
HOMO-LUMO gap ... 8.92 eV
Net charge ... 0
SMILES string ... C=C/N=C\C=C(\Br)B(O)O
Energy ... -2998.83661 hartree
LUMO level ... 0.1360 eV
Energy above the lowest of the compared OMol25 structures with the same formula, charge and spin ... 50.5 kcal/mol
HOMO ... -8.787 eV

Mulliken population analysis, charges in e, atoms 1 to 4: number 1, C, carries -0.73; number 2, C, carries 0.02; number 3, N, carries -0.52; number 4, C, carries 0.06